## 1
Density functional theory data (ωB97M-V/def2-TZVPD) for a cluster of 2 separate species, C3H3N2O2 in total.

Results
HOMO-LUMO gap = 4.96 eV
HOMO energy = -1.42 eV

ORCA input file:
```
! RIJCOSX wB97M-V def2-TZVPD def2/J DEFGRID3
* xyz -1 1
C -0.79934 0.08239 -0.98331
C -0.35464 0.62579 0.20340
C 1.67095 -1.16266 1.39316
N -2.08573 0.04965 -1.31754
N 0.09510 1.55859 0.92096
O 1.40692 -1.26223 2.54396
O 2.23442 -1.08833 0.35587
H -0.12669 -0.73628 -1.45610
H -2.32472 -0.48106 -2.17768
H 0.28372 2.41416 0.51728
*
```



## 2
Density functional theory data (ωB97M-V/def2-TZVPD) for the ion C3H3N2O2 with charge -1.

Results
SMILES string = O=C1CN=C([O-])N1
HOMO-LUMO gap = 7.15 eV
HOMO energy = -2.88 eV

ORCA input file:
```
! RIJCOSX wB97M-V def2-TZVPD def2/J DEFGRID3
* xyz -1 1
O 0.04902 -1.01404 1.94379
C 0.26829 -0.51874 0.78724
C 0.79491 0.82747 0.35388
N 0.40563 0.86310 -1.02353
C -0.46361 -0.13155 -1.25093
O -1.49589 0.09427 -1.83398
N -0.45001 -1.02040 -0.23783
H 1.81188 0.79752 0.45128
H 0.39421 1.57884 0.77136
H -1.31444 -1.47646 0.03872
*
```



It is 2 that is the most stable of them.



## 1
Density functional theory data (ωB97M-V/def2-TZVPD) for the molecule C4H10O2.

Results
SMILES string = COC[C@@H](C)O
HOMO-LUMO gap = 10.45 eV
HOMO energy = -9.59 eV

ORCA input file:
```
! RIJCOSX wB97M-V def2-TZVPD def2/J DEFGRID3
* xyz 0 1
C -1.36331 1.64660 1.25625
O -1.49762 0.62178 0.38367
C -0.77421 -0.55401 -0.01095
C 0.63051 -0.36078 -0.43548
C 1.42116 -1.62827 -0.37172
O 0.84697 0.22915 -1.69156
H -1.92220 2.37897 0.63304
H -1.47686 1.40160 2.33734
H -0.31720 2.00564 1.12929
H -1.50069 -0.74465 -0.79983
H -0.83295 -1.24844 0.83588
H 1.03657 0.30692 0.39579
H 2.44947 -1.32981 -0.56431
H 1.11340 -2.29176 -1.18087
H 1.32129 -2.15702 0.58150
H 0.14116 0.86902 -1.84437
*
```



## 2
Density functional theory data (ωB97M-V/def2-TZVPD) for a cluster of 2 separate species, C4H10O2 in total.

Results
SMILES string = CCC(C)=O.O
HOMO-LUMO gap = 10.88 eV
HOMO energy = -10.00 eV

ORCA input file:
```
! RIJCOSX wB97M-V def2-TZVPD def2/J DEFGRID3
* xyz 0 1
C -2.31443 -0.74377 -0.13970
C -1.40014 0.33905 0.41735
C 0.03960 0.18973 -0.03455
C 1.10462 0.73252 0.88429
O 0.31111 -0.36516 -1.08627
H -3.36104 -0.53652 0.10084
H -2.20614 -0.81374 -1.22455
H -2.05252 -1.71879 0.28447
H -1.71992 1.33667 0.08063
H -1.43507 0.37379 1.51320
H 1.37237 -0.07147 1.58241
H 0.74195 1.57905 1.47406
H 2.00847 0.98338 0.32759
O 3.15726 -0.56197 -1.07482
H 2.20532 -0.60373 -1.27235
H 3.54856 -0.11902 -1.83260
*
```



It is 2 that is the most stable of them.